(w)
Molecular formula: C9H12N2O
Method: DFT, the ωB97M-V functional and the def2-TZVPD basis

Atoms and positions in Å:
C: 1.2491 -1.3649 1.0851
C: 1.3020 -0.7815 -0.3004
C: -0.3516 -1.2359 -1.0618
N: -1.3557 -0.5021 -0.4510
C: -2.6901 -0.7377 -0.3703
C: -3.3098 0.3055 0.2577
C: -2.2644 1.2185 0.5377
C: -1.1187 0.7504 -0.0098
C: 0.1616 1.4512 0.0232
O: 0.2422 2.6688 0.2196
N: 1.2780 0.6413 -0.3409
C: 2.5847 1.2611 -0.2700
H: 0.4166 -0.8486 1.6234
H: 2.1538 -1.0100 1.4998
H: 1.1153 -2.4575 1.2524
H: 2.0378 -1.0341 -1.0164
H: -0.1845 -1.0234 -2.1398
H: -0.5379 -2.2190 -0.7655
H: -3.1475 -1.6826 -0.9487
H: -4.3320 0.2772 0.7025
H: -2.1230 2.0827 1.0788
H: 3.1886 0.7143 0.5693
H: 3.1875 1.2108 -1.1921
H: 2.4981 2.3156 0.0173

Values from the calculation:
HOMO level   -8.6 eV
Multiplicity   1
Structure (SMILES)   C[C@H]1Cn2cccc2C(=O)N1C

Atomic partial charges in e from the Mulliken method, atoms 1 to 2: C -1.108; C -0.546



(x)
Molecular formula: C9H12N2O
Method: DFT, the ωB97M-V functional and the def2-TZVPD basis

Atoms and positions in Å:
O: 1.5351 0.5574 -2.3893
C: 1.6947 0.9073 -1.0870
N: 2.6415 0.6675 -0.2470
N: 2.2045 1.1749 0.9713
C: 1.3075 2.3734 0.6694
C: 0.6791 1.9361 -0.6884
H: 1.9707 -0.2818 -2.4446
H: 3.0306 1.2345 1.5162
H: 1.8501 3.4245 0.5973
H: 0.6538 2.3331 1.6347
H: -0.2374 1.5279 -0.7107
H: 0.7358 2.7065 -1.3138
C: -2.4745 -1.3617 0.7841
C: -1.7012 -2.3787 1.4188
C: -0.4203 -2.6804 0.8311
C: -0.1285 -2.1504 -0.4249
C: -1.1200 -1.4625 -1.1724
C: -2.2232 -0.9914 -0.5523
H: -3.3608 -0.8766 1.2121
H: -1.8010 -2.7533 2.4513
H: 0.3686 -3.1945 1.2062
H: 0.7699 -2.2453 -0.9405
H: -1.0700 -1.0887 -2.1332
H: -2.8677 -0.3519 -1.0359

Values from the calculation:
HOMO level   -8.1 eV
Multiplicity   1
Structure (SMILES)   OC1=NNCC1.c1ccccc1

Atomic partial charges in e from the Mulliken method, atoms 1 to 2: O -0.502; C 0.539



Stability ranking, top and bottom: (w) is the most stable and (x) is the least stable.



(w)
Molecular formula: C4H15N2O2
Method: DFT, the ωB97M-V functional and the def2-TZVPD basis

Atoms and positions in Å:
C: 2.5982 0.7711 -0.6105
C: 1.2275 0.8201 -1.4370
C: 0.1177 0.3812 -0.5537
C: -0.7944 1.2660 0.0483
N: -1.8266 0.6106 0.8370
N: 2.6865 -0.4442 0.2090
H: 2.6322 1.7322 -0.1119
H: 3.3636 0.6510 -1.3787
H: 1.4095 0.3084 -2.3869
H: 1.0553 1.8614 -1.7274
H: -0.0391 -0.6643 -0.3688
H: -0.6490 2.3344 0.0719
H: -1.4945 -0.2921 1.1635
H: -2.0583 1.1575 1.6604
H: -2.7191 0.3964 0.3478
H: 3.4523 -1.0346 -0.0914
H: 2.9776 -0.1793 1.1463
H: 0.6181 -1.6817 1.5913
H: -0.4031 -2.1863 2.5750
O: -0.2794 -1.5066 1.9042
H: -2.5301 -1.0433 -1.5945
H: -3.9444 -1.4969 -1.0622
O: -3.1021 -1.1024 -0.8184

Values from the calculation:
<S²>   0.7533
HOMO level (alpha / beta)   -2.9 / -7.1 eV
Multiplicity   2

Atomic partial charges in e from the Mulliken method, atoms 1 to 2: C -0.571; C -0.919



(x)
Molecular formula: C4H15N2O2
Method: DFT, the ωB97M-V functional and the def2-TZVPD basis

Atoms and positions in Å:
N: -0.4373 -1.2365 0.0910
C: 0.2538 0.0580 -0.0149
C: -0.5372 0.9906 -0.9094
C: -0.0930 2.4381 -0.7348
O: -0.1118 2.7961 0.6289
C: 1.6932 -0.1733 -0.3965
N: 2.3516 -1.0414 0.5621
H: 0.0235 -1.8847 0.7258
H: -1.3774 -1.1712 0.4851
H: -0.4867 -1.6884 -0.8327
H: 0.2978 0.4886 0.9935
H: -0.5733 0.7981 -1.9823
H: -1.5860 0.9119 -0.6005
H: 0.9086 2.4830 -1.1427
H: -0.7569 3.0591 -1.3043
H: -0.4650 3.6877 0.7137
H: 2.1704 0.8100 -0.3905
H: 1.9597 -0.3947 -1.4272
H: 2.6688 -0.5645 1.3928
H: 3.0677 -1.6793 0.2423
H: -3.3218 -3.1279 0.6310
H: -2.7064 -3.0667 2.0088
O: -2.9424 -2.4925 1.2609

Values from the calculation:
<S²>   0.7505
HOMO level (alpha / beta)   -2.7 / -9.7 eV
Multiplicity   2

Atomic partial charges in e from the Mulliken method, atoms 1 to 2: N 0.466; C -1.696



Stability ranking, top and bottom: (x) is the most stable and (w) is the least stable.



(w)
Molecular formula: C28H32AsNO2S3Sr
Method: DFT, the ωB97M-V functional and the def2-TZVPD basis

Atoms and positions in Å:
Sr: 0.1623 -0.0003 0.3943
C: 2.2197 -3.0414 1.8408
C: 0.7356 -3.1461 1.6848
O: 0.0958 -2.1870 1.2383
C: 0.0563 -4.3884 2.0646
C: 0.7191 -5.3994 2.7746
C: 0.0426 -6.5469 3.1421
C: -1.2891 -6.7086 2.7920
C: -1.9524 -5.7208 2.0764
C: -1.2900 -4.5645 1.7198
H: 2.5685 -2.0749 1.4630
H: 2.7137 -3.8427 1.2908
H: 2.5013 -3.1469 2.8880
H: 1.7584 -5.2912 3.0443
H: 0.5542 -7.3220 3.6934
H: -1.8108 -7.6134 3.0694
H: -2.9851 -5.8634 1.7935
H: -1.7968 -3.7895 1.1617
C: 3.9297 0.8792 -2.3197
As: 2.3972 0.0736 -3.2068
C: 3.0893 -0.9513 -4.6925
C: 1.3149 1.5076 -3.9454
S: 1.3012 -1.2312 -1.9410
H: 4.4270 1.5622 -3.0076
H: 4.6264 0.0903 -2.0262
H: 3.6055 1.4318 -1.4360
H: 3.6692 -0.2993 -5.3480
H: 2.2574 -1.3898 -5.2477
H: 3.7213 -1.7539 -4.3108
H: 1.9155 2.4133 -4.0334
H: 0.4614 1.7010 -3.2943
H: 0.9563 1.2116 -4.9329
S: 0.6465 2.7695 -0.4500
C: 0.0940 3.7524 0.8104
N: 1.0080 4.2603 1.6735
C: 0.7039 5.1040 2.6793
C: -0.5913 5.4930 2.8781
C: -1.5777 5.0048 2.0063
C: -1.2434 4.1524 0.9863
H: 1.9739 3.9936 1.5211
H: 1.5333 5.4412 3.2819
H: -0.8359 6.1709 3.6772
H: -2.6047 5.3142 2.1311
H: -1.9844 3.7965 0.2854
O: -0.0346 0.9767 2.4767
S: -1.5122 0.9240 2.7826
C: -1.7727 2.0900 4.1085
C: -3.0453 2.6102 4.2754
C: -3.2741 3.4914 5.3192
C: -2.2359 3.8414 6.1703
C: -0.9662 3.3189 5.9833
C: -0.7243 2.4375 4.9428
C: -1.7726 -0.6335 3.6003
C: -2.9756 -1.2843 3.3791
C: -3.2087 -2.4939 4.0149
C: -2.2397 -3.0377 4.8409
C: -1.0350 -2.3809 5.0443
C: -0.7955 -1.1658 4.4283
H: -3.8473 2.3315 3.6044
H: -4.2609 3.9014 5.4697
H: -2.4196 4.5219 6.9858
H: -0.1662 3.5944 6.6532
H: 0.2605 2.0258 4.7735
H: -3.7200 -0.8563 2.7211
H: -4.1427 -3.0114 3.8583
H: -2.4211 -3.9825 5.3309
H: -0.2884 -2.8145 5.6929
H: 0.1374 -0.6390 4.5761

Values from the calculation:
Total charge   +2
HOMO level   -13.6 eV
Multiplicity   1

Atomic partial charges in e from the Mulliken method, atoms 1 to 2: Sr 1.522; C -1.525



(x)
Molecular formula: C28H32AsNO2S3Sr
Method: DFT, the ωB97M-V functional and the def2-TZVPD basis

Atoms and positions in Å:
Sr: 2.3084 0.6237 0.3969
C: 2.4344 -3.6159 0.5315
C: 1.4595 -3.0438 -0.4419
O: 1.4231 -1.8348 -0.6714
C: 0.4788 -3.9299 -1.0919
C: -0.6773 -3.3397 -1.6116
C: -1.6500 -4.1239 -2.2024
C: -1.4713 -5.4992 -2.2947
C: -0.3214 -6.0906 -1.7936
C: 0.6495 -5.3133 -1.1854
H: 3.1130 -2.8380 0.8755
H: 3.0132 -4.4250 0.0893
H: 1.8940 -4.0312 1.3821
H: -0.7989 -2.2614 -1.5354
H: -2.5450 -3.6672 -2.5973
H: -2.2306 -6.1118 -2.7592
H: -0.1807 -7.1579 -1.8786
H: 1.5399 -5.7898 -0.8062
C: 3.7662 1.6578 2.0540
As: 4.7438 1.7446 0.3081
C: 6.3066 2.8003 0.3665
C: 3.2012 2.4859 -0.7289
S: 4.5918 -0.2879 -0.2518
H: 4.4303 1.8081 2.9121
H: 3.4632 0.6090 2.0934
H: 2.9534 2.3941 2.1371
H: 6.0602 3.7432 0.8517
H: 6.6395 2.9542 -0.6584
H: 7.0454 2.2382 0.9359
H: 3.3958 3.4018 -1.2832
H: 2.4621 2.6882 0.0471
H: 2.9437 1.6743 -1.4186
S: 0.5334 -0.8208 1.9812
C: -0.7447 -0.4275 3.0895
N: -1.2011 -1.4010 3.9079
C: -2.2113 -1.2674 4.7916
C: -2.8717 -0.0740 4.9056
C: -2.4578 0.9793 4.0749
C: -1.4179 0.8070 3.1896
H: -0.7342 -2.2987 3.8288
H: -2.4446 -2.1447 5.3785
H: -3.6808 0.0389 5.6090
H: -2.9634 1.9332 4.1299
H: -1.0993 1.6170 2.5407
O: 0.6784 0.7814 -1.4009
S: -0.3764 1.2475 -2.3877
C: -0.8438 2.8987 -1.8350
C: -1.2548 3.8250 -2.7884
C: -1.6095 5.1053 -2.3811
C: -1.5464 5.4489 -1.0421
C: -1.1361 4.5154 -0.0915
C: -0.7847 3.2343 -0.4847
C: -1.8773 0.3447 -1.9881
C: -2.8759 0.2932 -2.9586
C: -4.0677 -0.3528 -2.6627
C: -4.2445 -0.9417 -1.4198
C: -3.2293 -0.9040 -0.4692
C: -2.0338 -0.2584 -0.7462
H: -1.2913 3.5542 -3.8338
H: -1.9251 5.8334 -3.1139
H: -1.8166 6.4482 -0.7319
H: -1.1059 4.7914 0.9527
H: -0.4789 2.4726 0.2561
H: -2.7256 0.7450 -3.9285
H: -4.8498 -0.4067 -3.4059
H: -5.1754 -1.4398 -1.1932
H: -3.3697 -1.3856 0.4864
H: -1.2081 -0.2540 -0.0299

Values from the calculation:
Total charge   +2
HOMO level   -13.4 eV
Multiplicity   1

Atomic partial charges in e from the Mulliken method, atoms 1 to 2: Sr 1.033; C -1.194



Stability ranking, top and bottom: (w) is the most stable and (x) is the least stable.



(w)
Molecular formula: C5H8O4
Method: DFT, the ωB97M-V functional and the def2-TZVPD basis

Atoms and positions in Å:
C: 1.2832 0.8093 0.2154
C: 2.4398 -0.1186 0.6078
C: 1.1339 1.8979 1.3396
O: 0.1893 2.6988 1.2690
O: 2.0183 1.8861 2.2408
H: 1.5954 1.3120 -0.6529
H: 0.3398 0.3358 -0.0525
H: 2.5634 -0.1549 1.6688
H: 3.3786 0.1921 0.1983
H: 2.2793 -1.2548 0.2599
C: -2.4037 -0.8879 -0.4330
C: -2.5605 -1.2165 -1.8860
O: -2.3302 -0.4070 -2.8018
O: -2.7753 -2.4090 -1.9778
H: -1.7478 -1.7334 0.1030
H: -3.3766 -0.9966 0.0744
H: -2.0269 0.0466 -0.1730

Values from the calculation:
Total charge   -2
HOMO level   -1.4 eV
Multiplicity   1

Atomic partial charges in e from the Mulliken method, atoms 1 to 2: C 0.166; C -0.980



(x)
Molecular formula: C5H8O4
Method: DFT, the ωB97M-V functional and the def2-TZVPD basis

Atoms and positions in Å:
C: -2.0335 -1.2664 -0.9678
C: -1.2105 -2.3111 -1.7945
O: -0.6942 -3.2344 -1.1428
O: -1.1742 -2.0852 -3.0296
H: -1.7067 -1.3018 0.0696
H: -3.1150 -1.4248 -0.9780
H: -1.8954 -0.2445 -1.3326
C: 1.5785 1.6330 0.8391
C: 0.1651 1.4328 0.3302
C: 2.0928 0.4615 1.7757
O: 3.1675 -0.0648 1.4218
O: 1.4044 0.2694 2.8033
H: 2.3520 1.7216 0.0791
H: 1.6576 2.4441 1.5658
H: -0.2258 2.2882 -0.2377
H: -0.4489 0.9665 1.0952
H: 0.0863 0.7157 -0.4968

Values from the calculation:
Total charge   -2
HOMO level   -1.4 eV
Multiplicity   1

Atomic partial charges in e from the Mulliken method, atoms 1 to 2: C -0.833; C 0.595



(y)
Molecular formula: C5H8O4
Method: DFT, the ωB97M-V functional and the def2-TZVPD basis

Atoms and positions in Å:
C: 0.5132 4.0259 1.1267
C: 0.0879 2.5265 1.7710
O: 0.5376 1.6210 1.0679
O: -0.6271 2.6472 2.7737
H: -0.2139 4.2080 0.3372
H: 1.5328 4.0059 0.7563
H: 0.3740 4.7517 1.9372
C: -0.1170 -1.2705 -1.0264
C: 1.1902 -0.9350 -1.7685
C: -0.5210 -2.7809 -1.2404
O: 0.3583 -3.6185 -0.9610
O: -1.7041 -2.9547 -1.6486
H: 0.0375 -1.1491 0.0484
H: -0.8855 -0.5555 -1.2948
H: 1.4097 0.1340 -1.6868
H: 1.2101 -1.1877 -2.8349
H: 1.9944 -1.5164 -1.3120

Values from the calculation:
Total charge   -2
HOMO level   -1.2 eV
Multiplicity   1

Atomic partial charges in e from the Mulliken method, atoms 1 to 2: C -0.871; C 0.462



Stability ranking, top and bottom: (y) is the most stable and (w) is the least stable.



(w)
Molecular formula: C6H14NO
Method: DFT, the ωB97M-V functional and the def2-TZVPD basis

Atoms and positions in Å:
C: -1.3711 1.2193 2.1757
C: -1.4463 1.7293 0.7044
C: -0.8949 0.6961 -0.4051
C: -0.3473 -0.6828 -0.1057
C: -0.9274 -1.7496 0.4939
C: 2.0376 -1.6306 0.2224
N: 1.2023 -0.8274 -0.3343
H: -1.2079 1.9572 2.8619
H: -2.4244 0.8026 2.5112
H: -0.7842 0.2726 2.1930
H: -2.3507 2.1435 0.4373
H: -0.7547 2.6014 0.7299
H: -1.6293 0.6553 -1.1770
H: 0.0078 1.2312 -0.6585
H: -0.3494 -2.6860 0.6389
H: -1.9481 -1.9738 0.8033
H: 3.1012 -1.3865 0.1308
H: 1.9511 -2.3505 1.1144
H: 1.6695 -0.0517 -0.9266
H: 1.1734 1.5819 -2.5401
H: 1.2069 0.0840 -3.0734
O: 1.4524 0.6775 -2.4024

Values from the calculation:
<S²>   0.7592
HOMO level (alpha / beta)   -5.2 / -8.8 eV
Multiplicity   2

Atomic partial charges in e from the Mulliken method, atoms 1 to 2: C -1.027; C -0.645



(x)
Molecular formula: C6H14NO
Method: DFT, the ωB97M-V functional and the def2-TZVPD basis

Atoms and positions in Å:
O: 1.4936 0.5477 0.7046
C: 1.5878 0.4601 -0.5205
C: 2.8292 -0.0785 -1.2732
C: 2.2789 -1.1626 -2.1626
H: 0.7372 0.8243 -1.1361
H: 3.5490 -0.3905 -0.5274
H: 3.2037 0.7504 -1.8615
H: 1.7018 -1.8945 -1.5220
H: 3.0259 -1.7533 -2.6749
H: 1.5624 -0.8042 -2.8727
C: -3.2294 0.7087 -0.0813
C: -1.8883 0.3071 0.4713
C: -1.7031 0.2526 1.8040
N: -0.4171 -0.1442 2.4146
H: -3.9640 1.0275 0.6468
H: -3.1112 1.5755 -0.7308
H: -3.6959 -0.1359 -0.6173
H: -1.1682 0.0172 -0.2874
H: -2.5010 0.5051 2.5143
H: 0.3966 0.2033 1.8539
H: -0.2744 0.3369 3.2964
H: -0.4135 -1.1528 2.5616

Values from the calculation:
<S²>   0.7531
HOMO level (alpha / beta)   -3.2 / -7.5 eV
Multiplicity   2

Atomic partial charges in e from the Mulliken method, atoms 1 to 2: O -0.840; C -0.389



Stability ranking, top and bottom: (x) is the most stable and (w) is the least stable.



(w)
Molecular formula: C4H10N4O
Method: DFT, the ωB97M-V functional and the def2-TZVPD basis

Atoms and positions in Å:
C: -1.7242 -1.5033 0.4303
C: 2.7353 0.2607 -0.5615
N: -0.8449 -0.4272 0.0054
N: 1.3021 0.1682 -0.6984
C: 0.5804 -0.6560 0.1113
C: -0.6064 0.9858 1.7969
N: -1.3216 0.4032 -1.0342
N: -0.9283 2.0799 1.4901
O: 1.0333 -1.6248 0.6816
H: 0.8031 0.9422 -1.1084
H: -2.0637 0.9907 -0.6503
H: -1.7067 -0.1572 -1.7973
H: -0.7634 3.0460 1.2759
H: -2.0366 -2.1170 -0.4234
H: -1.1659 -2.1202 1.1305
H: -2.6032 -1.0844 0.9257
H: 3.1960 0.3907 -1.5423
H: 3.0301 1.0946 0.0859
H: 3.0846 -0.6718 -0.1179

Values from the calculation:
HOMO level   -8.7 eV
Multiplicity   1

Atomic partial charges in e from the Mulliken method, atoms 1 to 2: C -1.071; C -0.873



(x)
Molecular formula: C4H10N4O
Method: DFT, the ωB97M-V functional and the def2-TZVPD basis

Atoms and positions in Å:
C: 0.4989 -0.0068 0.6723
C: 1.0026 -1.1267 -0.2032
C: -0.9278 1.5484 -0.4125
C: -1.9236 -0.6571 -0.3271
H: 2.0149 1.5176 -0.6445
H: 1.9012 1.7025 0.8408
H: 1.1110 -0.0627 1.7034
H: -0.6218 -0.2221 1.0401
H: 0.3984 -0.7249 -1.2598
H: 0.3939 -2.2289 0.0059
H: 3.1655 -2.0420 0.2312
H: -1.2264 2.6568 -0.5495
H: -0.7501 -1.3965 -0.2669
H: -4.1972 -0.4329 0.1732
N: 1.3612 1.9845 -0.0477
N: 0.3036 1.1182 -0.0435
N: -1.9330 0.8510 -0.4645
N: -3.2185 -1.1757 0.0917
O: 2.6473 -1.3027 -0.5395

Values from the calculation:
HOMO level   -8.8 eV
Multiplicity   1

Atomic partial charges in e from the Mulliken method, atoms 1 to 2: C -0.764; C -0.536



(y)
Molecular formula: C4H10N4O
Method: DFT, the ωB97M-V functional and the def2-TZVPD basis

Atoms and positions in Å:
C: 2.3418 -0.7676 -0.4066
C: 0.4782 0.8877 0.6731
C: -1.5023 1.7588 -0.5439
C: -1.4092 -1.4932 0.2120
H: 1.8305 -0.6284 -1.4525
H: 3.5821 -0.2528 -0.6448
H: 2.4328 -2.0483 -0.0104
H: 1.9363 -0.1411 1.6954
H: -2.2021 2.1488 0.6461
H: -2.2020 1.2478 -1.3575
H: -0.9343 2.9439 -0.9540
H: -0.3311 -1.0285 -1.6928
H: -1.7566 -2.2882 -0.3067
H: -1.2837 -0.6254 1.7829
N: 1.6240 0.1460 0.6236
N: -0.2851 0.7194 -0.6245
N: -0.9824 -0.5801 -0.7341
N: -1.4956 -1.6326 1.4960
O: 0.1588 1.6337 1.5988

Values from the calculation:
HOMO level   -9.5 eV
Multiplicity   1

Atomic partial charges in e from the Mulliken method, atoms 1 to 2: C -0.686; C 0.255



(z)
Molecular formula: C4H10N4O
Method: DFT, the ωB97M-V functional and the def2-TZVPD basis

Atoms and positions in Å:
C: 1.5742 -1.6559 0.9231
C: 0.5855 -0.7225 0.2805
C: -0.4174 0.0547 0.7905
N: -1.0844 0.1351 1.9673
C: -0.6616 0.7718 -0.5368
N: -0.1277 2.0477 -0.6701
N: -1.9197 0.6333 -1.0884
N: 0.4309 -0.3465 -1.0315
O: 1.5618 -0.1539 -1.8537
H: 1.0938 -2.1886 1.7499
H: 2.3967 -1.0943 1.3755
H: 1.9696 -2.4056 0.2330
H: -1.7878 0.8575 2.1004
H: -1.2381 -0.6918 2.5410
H: 0.7852 2.1797 -0.2533
H: -0.3051 2.5726 -1.5156
H: -2.3075 1.3310 -1.7035
H: -2.3280 -0.2907 -1.1055
H: 1.7796 -1.0338 -2.2028

Values from the calculation:
HOMO level   -6.2 eV
Multiplicity   1
Structure (SMILES)   CC1=C(N)C(N)(N)N1O

Atomic partial charges in e from the Mulliken method, atoms 1 to 2: C -1.286; C 0.065



Stability ranking, top and bottom: (w) is the most stable and (x) is the least stable.